# 1
{
  "formula": "C3H9NO3",
  "method": "ωB97M-V/def2-TZVPD",
  "smiles": "NC(=O)CCO.O",
  "gap_ha": 0.388,
  "lumo_energy_ev": 0.64,
  "e_above_lowest_kcal_mol": 20.46,
  "symbols": ["C", "C", "O", "C", "N", "O", "H", "H", "H", "H", "H", "H", "H", "H", "H", "O"],
  "positions_angstrom": [[1.3993, -0.8868, -0.4890], [2.5189, -1.1875, 0.4963], [3.7568, -1.5141, -0.1519], [0.2123, -0.2717, 0.2734], [-0.7697, 0.1893, -0.5660], [0.1074, -0.2315, 1.4764], [1.0607, -1.7971, -0.9491], [1.7459, -0.1945, -1.2589], [2.7199, -0.4015, 1.2120], [2.2678, -2.0672, 1.0686], [4.0605, -0.7799, -0.6891], [-1.5717, 0.6894, -0.2278], [-0.6110, 0.2040, -1.5578], [-6.2517, 2.9861, 0.0634], [-5.0243, 2.9261, 0.8912], [-5.6211, 2.3371, 0.4084]],
  "atomic_forces_ev_per_a": [[0.064, 0.772, 1.268], [0.891, -0.296, -0.432], [-0.256, -0.394, -0.066], [-0.455, 0.026, -0.897], [0.277, -0.012, -0.222], [0.230, -0.021, 0.182], [-0.097, -0.416, -0.393], [-0.077, -0.003, -0.061], [-0.387, 0.456, 0.066], [-0.102, -0.228, 0.204], [-0.089, 0.192, 0.026], [-0.006, -0.071, 0.291], [-0.008, -0.006, 0.034], [-0.073, -0.420, -0.097], [0.100, -0.395, 0.053], [-0.013, 0.817, 0.044]]
}


# 2
{
  "formula": "C3H9NO3",
  "method": "ωB97M-V/def2-TZVPD",
  "gap_ha": [0.334, 0.238],
  "lumo_energy_ev": [0.77, -0.14],
  "e_above_lowest_kcal_mol": 151.18,
  "symbols": ["C", "C", "C", "N", "O", "O", "O", "H", "H", "H", "H", "H", "H", "H", "H", "H"],
  "positions_angstrom": [[2.1272, 0.0534, -0.4337], [0.8935, -0.2481, 0.4022], [-0.0429, 0.9043, -0.1384], [-2.9962, -0.7428, -0.2317], [0.4785, -1.5410, 0.4501], [-0.0997, 1.9733, 0.5707], [-1.9974, -0.4069, 0.6288], [2.0646, -0.1165, -1.5323], [2.7930, -0.7456, -0.1321], [2.6420, 1.0631, -0.2013], [1.0605, 0.2271, 1.4553], [-0.1802, 0.9889, -1.2795], [-2.7910, -1.6710, -0.7710], [-3.3952, -0.0092, -0.7843], [-0.5831, -1.4770, 0.4797], [0.0264, 1.7480, 1.5174]],
  "atomic_forces_ev_per_a": [[1.932, -0.338, 0.093], [-0.825, 4.314, 0.611], [-0.759, -4.044, -1.689], [1.039, -3.081, -0.092], [-2.677, -0.086, -0.649], [-0.360, 1.631, 0.970], [0.223, 0.531, -1.179], [-0.584, 0.419, 0.695], [0.848, -0.006, 0.116], [-1.106, -1.631, -0.356], [0.253, -1.241, -1.000], [0.016, 0.220, 2.013], [-0.517, 2.527, 1.053], [0.157, 0.464, -0.229], [2.406, 0.166, 0.199], [-0.045, 0.153, -0.557]]
}


# 3
{
  "formula": "C3H9NO3",
  "method": "ωB97M-V/def2-TZVPD",
  "smiles": "N[C@@H](C=O)CO.O",
  "gap_ha": 0.375,
  "lumo_energy_ev": 0.38,
  "e_above_lowest_kcal_mol": 61.29,
  "symbols": ["O", "C", "C", "C", "O", "N", "H", "H", "H", "H", "H", "H", "H", "H", "H", "O"],
  "positions_angstrom": [[-0.8056, 1.5384, 1.0931], [0.3251, 1.1588, 0.7954], [0.7778, -0.2714, 0.6540], [-0.3465, -1.2276, 0.2904], [0.0377, -2.6100, 0.5244], [1.9441, -0.4346, -0.2402], [1.1430, 1.9339, 0.7984], [1.1789, -0.4417, 1.6146], [-0.6247, -1.1994, -0.7870], [-1.1988, -0.8958, 0.9687], [-0.9012, -2.8630, 0.6622], [2.2611, -1.3746, -0.2146], [1.6896, -0.1530, -1.1442], [-1.4448, 2.5323, -3.0285], [-0.8869, 1.9632, -1.8252], [-1.6525, 1.7695, -2.3427]],
  "atomic_forces_ev_per_a": [[1.679, -1.043, -0.798], [-1.046, 1.624, 0.926], [0.235, -0.458, -2.372], [-0.339, 0.666, 0.703], [-1.934, 1.045, 0.468], [-0.340, 1.441, 1.799], [-0.234, -0.590, -0.333], [0.129, -0.693, 1.579], [0.061, 0.722, 0.677], [0.587, -0.740, -1.017], [1.208, -1.247, 0.066], [0.185, -0.789, -0.151], [-0.164, 0.056, -1.563], [-1.275, -2.382, 1.541], [0.773, -0.318, 1.375], [0.476, 2.705, -2.901]]
}


# 4
{
  "formula": "C3H9NO3",
  "method": "ωB97M-V/def2-TZVPD",
  "smiles": "CNC(=O)CO.O",
  "gap_ha": 0.368,
  "lumo_energy_ev": 0.50,
  "e_above_lowest_kcal_mol": 40.01,
  "symbols": ["O", "O", "C", "N", "C", "C", "H", "H", "H", "H", "H", "H", "H", "O", "H", "H"],
  "positions_angstrom": [[-0.5479, 0.8809, 2.0044], [2.6990, 0.9325, 1.5100], [0.3845, 0.2333, 1.6192], [0.3685, -0.5164, 0.5084], [1.7847, 0.3933, 2.3535], [-0.7860, -0.6893, -0.3640], [2.2963, 1.8258, 1.4950], [1.3322, -0.7905, 0.3017], [1.6492, 1.0576, 3.2286], [2.2155, -0.5592, 2.7175], [-1.7616, -0.4180, 0.0733], [-0.8559, -1.7112, -0.7731], [-0.5654, 0.0065, -1.1909], [-2.7308, -0.0796, -4.8721], [-3.2253, 0.2938, -4.1077], [-2.2571, -0.8595, -4.5040]],
  "atomic_forces_ev_per_a": [[-1.532, 0.714, 0.736], [0.572, 2.332, -1.291], [1.237, 0.341, 0.721], [1.074, -0.864, 0.969], [-1.650, -2.181, 1.618], [0.623, 0.499, -1.102], [1.294, -0.113, -0.988], [-0.941, -0.376, -0.796], [-0.426, -0.498, -0.255], [-0.575, 0.157, -0.122], [0.859, -0.031, 0.302], [0.192, 0.373, 0.346], [-0.728, -0.354, -0.142], [-0.004, -0.423, 1.179], [0.540, -0.425, -0.804], [-0.535, 0.849, -0.371]]
}